DFT (the ωB97M-V functional and the def2-TZVPD basis) results for a structure of composition C28H52NO8PtS4SbSi.

```
96
Properties=species:S:1:pos:R:3:forces:R:3
Pt 0.099615 -1.443417 0.150946 -0.1726 0.3073 0.3109
S 1.885169 -2.784133 -0.591979 0.1649 0.5808 0.0824
S 4.623745 -4.751733 -0.295749 -0.0728 -0.0960 0.0340
S 3.018506 -5.792315 0.053460 -0.3488 0.2900 -0.0824
S 1.251850 -4.674149 -0.276350 0.3461 -0.5290 0.1374
C -4.420210 2.014380 0.820812 0.1330 0.0133 -0.0359
C -3.491745 1.013037 1.495702 0.3889 -0.2894 -0.1003
C -4.281987 -0.029556 2.279148 0.1320 0.0026 0.0151
Sb -2.080420 0.023888 0.099182 -0.1865 -0.0601 -0.6482
C -3.385879 -1.136416 -1.238544 0.2076 0.1683 0.1940
C -2.548851 -1.575043 -2.438674 0.0616 0.0164 0.1017
C -4.702378 -0.495117 -1.661498 0.0424 -0.0302 0.1317
C -1.529595 1.722756 -1.199343 -0.1254 -0.0276 0.2101
C -1.045612 2.841911 -0.281403 -0.0105 -0.3255 -0.2038
C -2.516224 2.222164 -2.248288 0.0254 -0.0989 0.0465
H -5.023502 2.522082 1.581781 -0.0240 -0.0137 0.0070
H -5.103982 1.511718 0.136567 0.0010 0.0772 -0.0015
H -3.875257 2.777266 0.265729 -0.0748 0.0078 0.0122
H -2.824669 1.547739 2.178077 0.0167 -0.0168 0.0004
H -5.016344 -0.516227 1.632247 -0.0075 -0.0430 0.0307
H -4.820538 0.445358 3.106870 -0.0516 0.0462 -0.0486
H -3.633464 -0.807753 2.675106 -0.0906 -0.0054 0.0349
H -3.622638 -2.021208 -0.648848 0.0346 -0.0824 0.0813
H -2.311433 -0.733491 -3.096653 -0.0170 -0.0224 -0.0086
H -3.090749 -2.326310 -3.021067 -0.0368 0.0410 -0.0205
H -1.609063 -2.022619 -2.113466 0.0278 -0.0330 -0.0443
H -4.560402 0.472327 -2.145105 -0.0512 -0.0258 0.0009
H -5.366250 -0.364455 -0.805304 -0.0342 0.0217 -0.0622
H -5.210403 -1.156573 -2.370604 -0.0235 0.0097 -0.0125
H -0.650745 1.322966 -1.711590 0.0260 -0.0689 0.0590
H -1.828165 3.188155 0.399940 0.0514 0.0318 0.0350
H -0.702402 3.707439 -0.859115 0.0411 0.0188 -0.0276
H -0.203397 2.476105 0.303199 -0.4149 -0.0950 -0.3608
H -3.454387 2.564130 -1.807421 -0.0083 0.0000 -0.0668
H -2.744088 1.451067 -2.985168 -0.0592 0.0423 0.0004
H -2.076395 3.072300 -2.784966 -0.0080 0.0011 0.0000
O -2.347307 -2.316806 1.854814 0.0703 -0.1945 -0.4066
C -2.075118 -3.187667 1.005228 0.0893 0.2651 0.6101
O -1.001253 -3.158541 0.266453 -0.1061 0.5998 -0.2816
C -2.995082 -4.308240 0.758352 -0.0133 -0.1987 -0.1639
C -2.820240 -5.179549 -0.334386 -0.0435 0.1676 0.1834
C -3.758449 -6.135937 -0.635619 -0.0623 -0.1563 -0.1149
C -4.920867 -6.271592 0.158325 0.0521 0.0564 0.0007
C -5.078152 -5.428095 1.281883 -0.1615 -0.0852 0.0369
C -4.136053 -4.471734 1.564999 0.1420 0.0846 -0.1213
N -5.894307 -7.200202 -0.164382 0.1034 0.0328 0.0393
O -6.929134 -7.293161 0.570467 -0.0416 -0.0025 0.0221
O -5.730478 -7.939047 -1.186143 -0.0030 -0.0241 -0.0310
H -1.934679 -5.065839 -0.947058 -0.0183 -0.0189 -0.0250
H -3.641304 -6.795058 -1.483336 -0.0070 0.0012 0.0147
H -5.960892 -5.554214 1.891627 0.0110 0.0004 -0.0089
H -4.262445 -3.809714 2.412710 -0.0038 0.0056 -0.0109
C 5.978907 0.929549 0.871300 -0.2271 -0.0435 -0.1158
C 4.944253 -0.163439 0.574836 0.3645 0.0194 -0.0012
C 5.558405 -1.262582 -0.288338 -0.2083 0.0843 0.0062
C 4.441423 -0.750159 1.895373 -0.1936 0.1438 -0.1966
O 3.903616 0.416970 -0.216505 -0.1072 -0.2099 0.1380
Si 2.492578 1.173707 0.171988 0.1441 -0.0169 -0.1598
O 1.163854 0.336367 0.090203 -0.2031 -0.6362 -0.0832
O 2.372286 2.462352 -0.877439 0.1043 0.0204 0.0428
C 2.806610 2.562447 -2.226681 0.0457 0.1569 -0.3144
C 2.540367 1.273420 -3.009702 -0.0595 0.0529 0.3401
C 4.303291 2.897571 -2.259600 -0.1957 -0.0956 0.1527
C 2.012958 3.707559 -2.855722 -0.0257 -0.0860 0.0923
O 2.802554 1.818828 1.660527 0.0024 0.0643 -0.0005
C 2.399375 2.978413 2.352698 -0.0543 0.2862 0.2939
C 3.139070 4.196058 1.784142 -0.0463 -0.2604 -0.0421
C 0.887757 3.184528 2.249615 0.3607 0.0426 -0.0487
C 2.799059 2.768996 3.815194 -0.0222 -0.0808 -0.1580
H 6.774113 0.539230 1.509842 0.0235 0.0145 -0.0049
H 5.476357 1.753873 1.378447 0.0579 0.0468 0.0616
H 6.416077 1.305205 -0.057237 0.0139 -0.0221 0.0228
H 6.403356 -1.736761 0.214601 0.0410 0.0387 0.0206
H 5.891156 -0.842778 -1.241052 0.0199 -0.0026 0.0246
H 4.806232 -2.026603 -0.483877 0.0267 0.0128 -0.0426
H 5.226960 -1.348018 2.360093 0.0165 0.0090 0.0014
H 3.580967 -1.390317 1.712612 -0.0757 -0.1590 -0.0473
H 4.134177 0.047888 2.570481 0.0412 -0.0463 0.0442
H 3.125629 0.457320 -2.587924 0.0331 -0.0853 -0.0645
H 2.801046 1.403376 -4.061584 0.0136 -0.0043 -0.0052
H 1.485459 1.004766 -2.929717 -0.0097 -0.0111 -0.0335
H 4.839145 2.120675 -1.717916 0.1030 0.0059 -0.0217
H 4.483936 3.859490 -1.773501 0.0056 -0.0118 0.0071
H 4.670779 2.942725 -3.287280 -0.0139 0.0132 -0.0060
H 0.954801 3.443747 -2.904542 -0.0251 0.0200 0.0153
H 2.373345 3.907442 -3.867061 -0.0198 0.0158 -0.0163
H 2.117939 4.613781 -2.255669 0.0157 -0.0054 0.0049
H 2.950692 4.244580 0.711854 -0.0015 0.1031 -0.0030
H 4.213799 4.079245 1.941164 0.0080 0.0365 0.0040
H 2.803166 5.118175 2.263875 0.0050 0.0025 0.0055
H 0.633549 3.529387 1.246377 0.1963 0.1819 0.4210
H 0.547029 3.920772 2.980076 -0.0161 0.0312 0.0091
H 0.378776 2.234491 2.422681 -0.0271 0.0204 0.0580
H 3.859972 2.518561 3.871852 0.0094 0.0130 0.0137
H 2.227750 1.943426 4.243067 0.0055 0.0065 0.0175
H 2.615509 3.674831 4.396921 -0.0150 -0.0121 0.0228
```
Positions in Å, forces in eV/Å.

Kohn-Sham gap (alpha / beta) (eV): 4.14 / 5.95
E (eV): -108759.1518
Spin multiplicity: 3
Highest occupied orbital energy (alpha / beta) (eV): -0.374 / -2.854
Expectation value of S²: 2.029
Total charge: -2
Energy relative to the best compared isomer or geometry (same formula, charge and spin) (eV): 0.6720

Atom charges from the Mulliken analysis, given in e for atoms 1 to 5:
1. Pt 1.31
2. S -0.48
3. S -0.27
4. S -0.07
5. S 0.02